Below is a structure of composition BaH20O10 at a distorted geometry, with properties calculated with the ωB97M-V functional and the def2-TZVPD basis.

As for the strongest force on any atom: 3.52 eV/Å. Its lowest unoccupied orbital energy is -6.2 eV. As for the net charge: +2. Its multiplicity is 1. The calculation puts the energy relative to the best compared isomer or geometry (same formula, charge and spin) at 15.6 kcal per mole. For the total energy, the calculation gives -789.50376 hartree.

Each line ends with the natural charge from an NBO analysis.
CARTESIAN COORDINATES (ANGSTROEM)
Ba  0.2888  -0.0826  -0.1307  1.861
O  1.2903  -1.1638  -2.6399  -0.979
H  1.3734  -1.2716  -3.5476  0.505
H  1.9670  -1.7304  -2.2332  0.487
O  -1.0615  0.5256  -2.5240  -0.982
H  -1.5577  1.2476  -2.9604  0.504
H  -1.2845  -0.2452  -3.0586  0.490
O  0.5350  -2.7272  0.8932  -1.002
H  0.5501  -3.5089  0.3640  0.503
H  1.2847  -2.6290  1.4676  0.512
O  0.4641  2.5938  -1.0409  -0.973
H  -0.4078  2.9216  -0.7558  0.495
H  0.3137  2.5338  -2.0774  0.493
O  2.8535  1.1208  0.0374  -0.996
H  3.0954  1.9652  -0.3527  0.521
H  3.6334  0.5932  0.1074  0.491
O  -2.0107  -1.6843  -0.8858  -0.963
H  -2.2716  -2.4712  -0.3933  0.496
H  -1.6998  -1.9991  -1.7220  0.481
O  1.5900  -0.6179  2.2726  -0.992
H  1.1973  -0.4020  3.1463  0.494
H  2.4408  -0.1245  2.3468  0.512
O  -1.4385  -0.5980  2.1679  -0.967
H  -1.7965  -1.5001  1.9944  0.498
H  -0.8839  -0.7511  2.9436  0.483
O  -0.0290  1.9673  1.7355  -0.964
H  0.3653  1.8356  2.6007  0.482
H  -0.9097  2.2336  1.9382  0.499
O  -2.2106  1.3561  0.0399  -0.988
H  -2.6752  0.9019  0.7242  0.494
H  -3.0059  1.7108  -0.4577  0.506



Below is a structure of composition BeH8O4 at a distorted geometry, with properties calculated with the ωB97M-V functional and the def2-TZVPD basis.

As for the strongest force on any atom: 3.22 eV/Å. Its lowest unoccupied orbital energy is -8.2 eV. As for the net charge: +2. Its multiplicity is 1. The calculation puts the energy relative to the best compared isomer or geometry (same formula, charge and spin) at 8.8 kcal per mole. For the total energy, the calculation gives -319.99540 hartree.

Each line ends with the natural charge from an NBO analysis.
CARTESIAN COORDINATES (ANGSTROEM)
Be  0.0412  0.0291  0.0540  1.701
O  -0.3578  0.4361  1.5560  -1.022
H  -0.6148  -0.4099  2.0310  0.542
H  -1.0188  1.0351  1.8660  0.557
O  -0.7278  1.1551  -0.8820  -1.055
H  -0.4928  2.0361  -1.2310  0.565
H  -1.6118  1.0141  -1.2710  0.558
O  -0.4178  -1.4809  -0.3620  -1.020
H  -1.1668  -1.9919  -0.0730  0.557
H  0.2862  -2.0469  -0.5500  0.540
O  1.6742  0.0631  -0.2520  -1.050
H  2.0642  0.7551  -0.8340  0.565
H  2.3432  -0.5939  -0.0520  0.560



Below is a structure of composition BeH8O8S at a distorted geometry, with properties calculated with the ωB97M-V functional and the def2-TZVPD basis.

As for the strongest force on any atom: 6.96 eV/Å. Its lowest unoccupied orbital energy is -1.5 eV. Its multiplicity is 1. The calculation puts the energy relative to the best compared isomer or geometry (same formula, charge and spin) at 23.7 kcal per mole. For the total energy, the calculation gives -1019.70863 hartree.

Each line ends with the natural charge from an NBO analysis.
CARTESIAN COORDINATES (ANGSTROEM)
Be  -0.6820  -0.2282  0.2594  1.715
S  2.1361  -0.0592  1.1551  2.643
O  0.7291  -0.1087  0.7662  -1.311
O  2.9011  -0.7316  0.1457  -1.063
O  2.4790  1.3421  1.1980  -1.095
O  2.3078  -0.5665  2.5025  -1.054
O  -1.7794  -1.0104  1.3741  -1.038
H  -1.5959  -1.9629  1.7849  0.555
H  -2.4595  -0.5478  1.9511  0.533
O  -0.7475  -1.1433  -1.2063  -1.016
H  -0.6245  -0.8900  -2.1554  0.550
H  -0.8663  -2.0996  -1.1358  0.521
O  -1.4430  1.2129  -0.1121  -0.993
H  -2.0309  1.8041  0.3080  0.522
H  -1.5869  1.3671  -1.0654  0.528
O  0.7654  0.9714  -1.8839  -0.985
H  0.9328  1.8346  -1.5213  0.492
H  1.5645  0.8161  -2.3648  0.496



Below is a cluster of 2 separate species, Br2ClHNP in total at a distorted geometry, with properties calculated with the ωB97M-V functional and the def2-TZVPD basis.

As for the strongest force on any atom: 1.07 eV/Å. Its lowest unoccupied orbital energy (spin up / spin down) is -2.5 / -3.7 eV. Its multiplicity is 1. The calculation puts the energy relative to the best compared isomer or geometry (same formula, charge and spin) at 38.1 kcal per mole. For the total energy, the calculation gives -6004.88693 hartree.

Each line ends with the natural charge from an NBO analysis.
CARTESIAN COORDINATES (ANGSTROEM)
N  0.3592  -0.7170  -0.3933  -1.102
P  -0.7039  0.3015  0.0885  1.163
Cl  -1.2123  1.3895  -1.4865  -0.223
Br  3.4587  1.0473  0.7452  -0.006
Br  -2.6722  -0.6260  0.8196  -0.234
H  0.7706  -1.3953  0.2265  0.401